This record from the OMol25 dataset describes 2 unconnected molecules or ions with the total composition C2H6IOP at a distorted geometry. The level of theory is wB97M-V/def2-TZVPD.

**Expectation value of S²**: 2.01
**Multiplicity**: 3
**ΔE to the lowest compared entry with this formula, charge and spin**: 191.8 kJ/mol

Geometry (Å):
C 0.65 0.04 1.47
O 0.90 -0.02 -1.52
H 1.72 -0.08 1.29
P -0.23 -1.25 0.38
H 0.45 0.13 2.54
H 0.37 1.02 0.97
H -1.52 -0.98 0.90
H -1.07 1.45 -0.20
H 1.03 0.60 -2.24
C -0.37 -0.17 -1.10
I -1.93 -0.73 -2.50

Atom charges from the Mulliken analysis, given in e for atoms 1 to 5: atom 1 (C): -0.785, atom 2 (O): -0.407, atom 3 (H): 0.264, atom 4 (P): 0.078, atom 5 (H): 0.346